{"formula": "C58H56AsN2O2P2RbSi", "method": "ωB97M-V/def2-TZVPD", "e_above_lowest_kcal_mol": 12.0, "homo_lumo_gap_ev": 5.19, "lumo_ha": -0.0016, "species": ["Rb", "C", "Si", "C", "C", "C", "C", "C", "C", "P", "C", "C", "C", "C", "C", "C", "C", "C", "C", "C", "C", "C", "C", "C", "C", "C", "C", "C", "P", "C", "C", "C", "C", "C", "C", "C", "C", "C", "C", "C", "C", "H", "H", "H", "H", "H", "H", "H", "H", "H", "H", "H", "H", "H", "H", "H", "H", "H", "H", "H", "H", "H", "H", "H", "H", "H", "H", "H", "H", "H", "H", "H", "O", "C", "C", "C", "C", "N", "C", "C", "C", "C", "C", "C", "O", "C", "C", "N", "H", "H", "H", "H", "H", "H", "H", "H", "H", "H", "H", "H", "C", "As", "C", "C", "C", "C", "C", "C", "C", "C", "H", "H", "H", "H", "H", "H", "H", "H", "H", "H", "H", "H", "H"], "positions_angstrom": [[-0.206, -0.143, -0.103], [4.018, -1.260, 1.748], [2.913, -0.199, 0.578], [3.537, 1.578, 0.945], [4.516, 1.830, 1.925], [4.864, 3.118, 2.310], [4.249, 4.210, 1.708], [3.284, 3.999, 0.733], [2.913, 2.704, 0.352], [1.657, 2.373, -0.971], [0.733, 3.974, -1.024], [0.297, 4.545, 0.178], [-0.433, 5.727, 0.190], [-0.781, 6.343, -1.006], [-0.382, 5.771, -2.207], [0.378, 4.604, -2.215], [2.677, 2.469, -2.507], [3.591, 3.491, -2.764], [4.351, 3.481, -3.926], [4.213, 2.442, -4.845], [3.317, 1.416, -4.596], [2.556, 1.434, -3.430], [3.746, -0.673, -1.092], [4.878, -0.033, -1.628], [5.484, -0.470, -2.796], [4.974, -1.575, -3.474], [3.849, -2.222, -2.985], [3.219, -1.777, -1.814], [1.662, -2.535, -1.167], [2.222, -3.908, -0.083], [1.397, -4.247, 0.987], [1.716, -5.308, 1.828], [2.877, -6.035, 1.608], [3.717, -5.695, 0.551], [3.390, -4.637, -0.289], [1.059, -3.476, -2.651], [0.916, -4.857, -2.740], [0.374, -5.447, -3.882], [-0.029, -4.667, -4.956], [0.101, -3.283, -4.880], [0.628, -2.701, -3.736], [5.099, -1.114, 1.585], [3.802, -2.321, 1.584], [3.799, -1.046, 2.805], [5.016, 0.987, 2.397], [5.622, 3.273, 3.072], [4.518, 5.222, 1.994], [2.813, 4.862, 0.278], [0.562, 4.071, 1.117], [-0.738, 6.164, 1.135], [-1.353, 7.264, -1.001], [-0.649, 6.245, -3.145], [0.705, 4.186, -3.161], [3.720, 4.295, -2.048], [5.060, 4.279, -4.113], [4.817, 2.430, -5.746], [3.222, 0.591, -5.292], [1.881, 0.612, -3.218], [5.283, 0.836, -1.113], [6.355, 0.048, -3.185], [5.448, -1.926, -4.385], [3.442, -3.060, -3.539], [0.501, -3.658, 1.167], [1.067, -5.557, 2.661], [3.134, -6.861, 2.263], [4.633, -6.251, 0.387], [4.059, -4.363, -1.098], [1.229, -5.488, -1.915], [0.275, -6.526, -3.931], [-0.439, -5.130, -5.847], [-0.212, -2.661, -5.711], [0.728, -1.621, -3.685], [-1.446, -3.256, 6.796], [-0.632, -2.097, 6.706], [-0.675, -1.563, 5.303], [0.204, -0.568, 4.915], [0.141, -0.093, 3.619], [-0.731, -0.545, 2.715], [-1.572, -1.506, 3.086], [-1.581, -2.042, 4.365], [-2.497, -2.048, 2.030], [-3.721, -2.607, 2.358], [-4.516, -3.169, 1.361], [-5.842, -3.796, 1.711], [-5.701, -4.874, 2.632], [-4.039, -3.159, 0.065], [-2.817, -2.549, -0.181], [-2.070, -1.986, 0.766], [-1.388, -3.605, 7.690], [0.405, -2.314, 6.968], [-0.986, -1.316, 7.382], [0.947, -0.177, 5.602], [0.838, 0.666, 3.274], [-2.249, -2.853, 4.630], [-4.067, -2.611, 3.387], [-6.357, -4.106, 0.801], [-6.470, -3.064, 2.213], [-5.122, -5.538, 2.245], [-4.606, -3.604, -0.746], [-2.416, -2.514, -1.191], [-3.848, 1.476, 1.846], [-2.933, 1.423, 0.116], [-4.414, 0.624, -0.893], [-3.194, 3.305, -0.452], [-4.579, 3.856, -0.299], [-5.525, 3.739, -1.318], [-6.816, 4.231, -1.159], [-7.185, 4.854, 0.027], [-6.251, 4.987, 1.048], [-4.963, 4.494, 0.882], [-4.834, 1.929, 1.754], [-3.252, 2.039, 2.567], [-3.950, 0.453, 2.212], [-5.349, 1.141, -0.680], [-4.510, -0.423, -0.612], [-4.208, 0.680, -1.962], [-2.859, 3.345, -1.486], [-2.481, 3.876, 0.131], [-5.241, 3.266, -2.252], [-7.534, 4.131, -1.966], [-8.190, 5.239, 0.152], [-6.525, 5.481, 1.974], [-4.235, 4.606, 1.680]]}



{"formula": "C6H12N2", "method": "ωB97M-V/def2-TZVPD", "e_above_lowest_kcal_mol": 13.2, "homo_lumo_gap_ev": 9.39, "smiles": "Cc1c[nH]cn1.CC", "lumo_ha": 0.0332, "species": ["C", "C", "C", "N", "C", "N", "H", "H", "H", "H", "H", "H", "C", "C", "H", "H", "H", "H", "H", "H"], "positions_angstrom": [[0.937, 0.267, -1.886], [-0.050, 0.971, -1.051], [-1.282, 0.562, -0.604], [-1.700, 1.408, 0.378], [-0.704, 2.356, 0.505], [0.266, 2.120, -0.314], [1.442, -0.506, -1.310], [1.733, 0.899, -2.280], [0.393, -0.248, -2.682], [-2.027, -0.156, -0.919], [-2.670, 1.539, 0.597], [-0.738, 3.149, 1.235], [0.892, -1.103, 1.526], [0.168, -1.969, 0.509], [0.260, -0.554, 2.223], [1.565, -1.653, 2.187], [1.516, -0.348, 1.038], [0.960, -2.343, -0.136], [-0.714, -1.471, 0.114], [-0.245, -2.920, 0.870]]}



{"formula": "C27H41BaN2O11P3S", "method": "ωB97M-V/def2-TZVPD", "e_above_lowest_kcal_mol": 59.9, "homo_lumo_gap_ev": 7.00, "total_charge": -2, "lumo_ha": 0.1446, "species": ["Ba", "C", "P", "C", "C", "C", "P", "C", "C", "H", "H", "H", "H", "H", "H", "H", "H", "H", "H", "H", "H", "H", "H", "H", "H", "O", "S", "O", "O", "O", "O", "C", "O", "C", "C", "C", "C", "C", "C", "O", "N", "O", "O", "N", "O", "O", "H", "H", "C", "C", "C", "C", "P", "C", "C", "C", "C", "C", "C", "C", "C", "C", "C", "H", "H", "H", "H", "H", "H", "H", "H", "H", "H", "H", "H", "H", "H", "H", "H", "H", "H", "H", "H", "H", "H", "H"], "positions_angstrom": [[0.234, 0.382, -0.099], [-1.367, 2.802, 2.866], [-1.949, 1.365, 1.871], [-3.667, 1.950, 1.502], [-2.388, 0.258, 3.321], [-2.679, -1.171, 2.861], [-1.160, -1.957, 2.125], [-1.699, -3.729, 2.322], [-0.071, -1.865, 3.612], [-0.299, 2.678, 3.056], [-1.913, 2.891, 3.808], [-1.498, 3.699, 2.263], [-4.258, 2.047, 2.416], [-4.164, 1.263, 0.815], [-3.589, 2.926, 1.027], [-3.251, 0.673, 3.850], [-1.537, 0.266, 4.007], [-3.449, -1.155, 2.081], [-3.051, -1.796, 3.681], [-1.812, -3.998, 3.375], [-0.957, -4.383, 1.860], [-2.649, -3.872, 1.803], [-0.645, -1.877, 4.541], [0.541, -0.970, 3.525], [0.612, -2.716, 3.590], [3.882, 0.541, 1.617], [2.562, 0.477, 1.017], [1.823, 1.756, 1.106], [1.695, -0.553, 1.675], [2.616, 0.089, -0.425], [-0.486, 0.845, -2.373], [-1.575, 1.018, -1.785], [-2.048, 0.248, -0.923], [-2.304, 2.307, -2.109], [-3.015, 2.510, -3.242], [-3.574, 3.783, -3.526], [-3.405, 4.827, -2.634], [-2.730, 4.625, -1.450], [-2.076, 3.357, -1.132], [-1.355, 3.166, -0.137], [-2.659, 5.735, -0.543], [-2.590, 5.518, 0.656], [-2.728, 6.875, -1.007], [-4.343, 3.979, -4.701], [-4.713, 5.117, -4.997], [-4.611, 3.005, -5.404], [-3.159, 1.713, -3.959], [-3.830, 5.795, -2.850], [2.706, -3.979, -3.514], [2.583, -2.697, -2.692], [1.625, -1.743, -3.421], [3.954, -2.022, -2.568], [1.812, -2.856, -0.953], [0.437, -4.050, -1.374], [0.511, -5.415, -1.655], [-0.632, -6.166, -1.889], [-1.884, -5.568, -1.862], [-1.981, -4.210, -1.604], [-0.835, -3.467, -1.359], [2.994, -3.956, 0.089], [3.982, -3.014, 0.781], [2.118, -4.582, 1.183], [3.818, -5.045, -0.602], [3.149, -3.732, -4.486], [1.731, -4.432, -3.697], [3.347, -4.720, -3.035], [1.992, -1.534, -4.430], [1.549, -0.798, -2.882], [0.624, -2.172, -3.506], [4.269, -1.639, -3.545], [4.719, -2.722, -2.224], [3.900, -1.190, -1.866], [1.467, -5.916, -1.708], [-0.547, -7.228, -2.094], [-2.777, -6.158, -2.036], [-2.950, -3.724, -1.580], [-0.922, -2.407, -1.145], [3.466, -2.180, 1.233], [4.715, -2.610, 0.080], [4.522, -3.547, 1.571], [1.518, -3.797, 1.651], [2.754, -5.034, 1.951], [1.454, -5.352, 0.793], [4.487, -4.629, -1.355], [3.209, -5.821, -1.065], [4.442, -5.531, 0.157]]}



{"formula": "C55H47BBrF2NO3P3ReS2", "method": "ωB97M-V/def2-TZVPD", "homo_lumo_gap_ev": [5.60, 5.62], "lumo_ha": [-0.0197, -0.0197], "species": ["Re", "O", "C", "C", "C", "C", "C", "C", "C", "P", "C", "C", "C", "C", "C", "C", "C", "C", "C", "C", "C", "C", "H", "H", "H", "H", "H", "H", "H", "H", "H", "H", "H", "H", "H", "H", "C", "S", "C", "C", "C", "N", "P", "C", "C", "C", "C", "C", "C", "C", "C", "C", "C", "C", "C", "P", "C", "C", "C", "C", "C", "C", "C", "C", "C", "C", "C", "C", "H", "H", "H", "H", "H", "H", "H", "H", "H", "H", "H", "H", "H", "H", "H", "H", "H", "H", "H", "H", "H", "H", "H", "H", "H", "H", "H", "H", "H", "S", "C", "F", "B", "F", "Br", "C", "C", "C", "C", "C", "C", "C", "O", "O", "H", "H", "H", "H"], "positions_angstrom": [[0.793, 0.678, 1.746], [-0.878, 2.868, 2.251], [-1.080, 1.519, 1.897], [-2.392, 1.084, 2.121], [-3.376, 1.968, 2.664], [-4.671, 1.583, 2.872], [-5.099, 0.295, 2.540], [-4.187, -0.592, 2.004], [-2.862, -0.227, 1.795], [-1.792, -1.546, 1.221], [-1.049, -1.991, 2.830], [1.001, -2.375, 2.034], [1.793, -2.038, 3.264], [1.322, -1.606, 4.451], [-0.030, -1.355, 4.904], [-1.162, -1.543, 4.208], [-2.797, -2.969, 0.671], [-3.159, -3.988, 1.548], [-3.875, -5.071, 1.073], [-4.235, -5.146, -0.264], [-3.898, -4.119, -1.130], [-3.177, -3.034, -0.664], [-3.063, 2.967, 2.927], [-5.373, 2.281, 3.303], [-6.117, -0.009, 2.725], [-4.508, -1.593, 1.748], [1.624, -2.651, 1.183], [2.860, -2.201, 3.171], [2.070, -1.422, 5.215], [-0.112, -1.008, 5.923], [-2.135, -1.347, 4.634], [-2.881, -3.928, 2.590], [-4.154, -5.862, 1.753], [-4.779, -6.005, -0.630], [-4.192, -4.158, -2.168], [-2.908, -2.228, -1.329], [1.123, -3.401, -6.436], [-0.028, -3.855, -5.109], [0.732, -2.906, -3.743], [-0.243, -2.867, -2.580], [0.238, -2.045, -1.386], [0.175, -0.574, -1.575], [-1.490, -0.090, -1.268], [-2.245, -0.286, -2.939], [-3.633, -0.368, -2.978], [-4.296, -0.450, -4.188], [-3.578, -0.461, -5.372], [-2.197, -0.368, -5.341], [-1.534, -0.275, -4.132], [-1.542, 1.738, -1.419], [-2.520, 2.401, -0.685], [-2.683, 3.769, -0.814], [-1.885, 4.487, -1.688], [-0.959, 3.819, -2.470], [-0.812, 2.450, -2.360], [1.278, 0.274, -0.519], [1.986, 1.580, -1.579], [2.651, 2.624, -0.954], [3.335, 3.562, -1.707], [3.394, 3.439, -3.084], [2.769, 2.372, -3.710], [2.072, 1.446, -2.960], [2.828, -0.717, -0.658], [3.301, -1.244, -1.857], [4.529, -1.873, -1.909], [5.317, -1.963, -0.773], [4.872, -1.413, 0.415], [3.637, -0.790, 0.468], [0.811, -3.944, -7.320], [2.133, -3.689, -6.160], [1.063, -2.331, -6.617], [0.935, -1.907, -4.124], [1.669, -3.392, -3.465], [-0.401, -3.889, -2.228], [-1.201, -2.494, -2.938], [1.268, -2.327, -1.166], [-0.381, -2.340, -0.527], [-4.190, -0.355, -2.050], [-5.375, -0.510, -4.208], [-4.093, -0.533, -6.319], [-1.637, -0.369, -6.266], [-0.459, -0.195, -4.106], [-3.163, 1.848, -0.021], [-3.446, 4.275, -0.241], [-1.999, 5.557, -1.779], [-0.356, 4.362, -3.182], [-0.145, 1.935, -3.025], [2.632, 2.705, 0.121], [3.825, 4.391, -1.220], [3.940, 4.162, -3.673], [2.829, 2.262, -4.783], [1.579, 0.617, -3.444], [2.701, -1.165, -2.749], [4.878, -2.284, -2.844], [6.276, -2.456, -0.818], [5.491, -1.464, 1.298], [3.294, -0.344, 1.397], [-0.224, -3.637, 2.534], [-0.017, -1.263, 1.925], [-0.098, 5.012, 2.174], [-0.189, 3.799, 1.641], [0.441, 3.641, 0.476], [5.078, 4.854, 8.023], [4.153, 3.945, 6.627], [3.107, 3.096, 6.951], [2.434, 2.447, 5.935], [2.811, 2.643, 4.610], [3.864, 3.496, 4.302], [4.542, 4.150, 5.313], [2.068, 1.941, 3.532], [1.117, 1.183, 3.831], [2.400, 2.110, 2.327], [2.817, 2.956, 7.982], [1.607, 1.787, 6.149], [4.143, 3.644, 3.270], [5.355, 4.822, 5.083]]}



{"formula": "CH3NOP2S", "method": "ωB97M-V/def2-TZVPD", "e_above_lowest_kcal_mol": 0.0, "homo_lumo_gap_ev": [6.03, 6.86], "multiplicity": 3, "lumo_ha": [0.0031, -0.0975], "species": ["C", "N", "O", "P", "P", "S", "H", "H", "H"], "positions_angstrom": [[1.364, 0.037, -1.576], [1.501, -0.362, -0.339], [-0.325, -0.205, 1.476], [1.265, -0.330, 1.184], [-1.770, 0.220, 0.713], [1.132, 1.606, -1.989], [1.485, -0.727, -2.341], [-2.285, 0.783, 1.890], [-2.367, -1.022, 0.981]]}



{"formula": "C8H9N4O3", "method": "ωB97M-V/def2-TZVPD", "e_above_lowest_kcal_mol": 83.1, "homo_lumo_gap_ev": [6.95, 6.95], "total_charge": 1, "lumo_ha": [-0.1721, -0.1721], "species": ["C", "C", "C", "C", "C", "C", "C", "C", "N", "N", "N", "N", "O", "O", "O", "H", "H", "H", "H", "H", "H", "H", "H", "H"], "positions_angstrom": [[-2.758, -0.105, -2.914], [-3.240, 0.112, -1.607], [-1.545, -0.614, -3.239], [-2.310, -0.302, -0.602], [-0.636, -0.946, -2.198], [-1.058, -0.744, -0.879], [2.346, 0.076, 1.182], [0.643, 0.715, 4.543], [0.348, -1.383, 0.965], [2.405, 1.278, 0.629], [3.236, -0.515, 1.934], [-0.330, -1.199, 0.078], [0.995, 1.025, 3.506], [0.301, 0.338, 5.570], [1.301, 1.844, 0.016], [-3.450, 0.071, -3.664], [-4.240, 0.535, -1.323], [-1.148, -0.637, -4.244], [-2.627, -0.223, 0.442], [0.265, -1.363, -2.443], [2.918, 2.046, 1.005], [4.264, -0.176, 1.859], [3.039, -1.419, 2.298], [1.281, 1.586, -0.913]]}



{"formula": "C22H48AlN2O5", "method": "ωB97M-V/def2-TZVPD", "homo_lumo_gap_ev": [6.49, 6.16], "total_charge": -1, "multiplicity": 3, "lumo_ha": [0.0717, 0.0594], "species": ["O", "C", "C", "O", "C", "O", "C", "Al", "H", "H", "H", "H", "H", "H", "H", "H", "H", "H", "H", "H", "C", "C", "C", "C", "C", "C", "N", "O", "C", "C", "C", "H", "H", "H", "H", "H", "H", "H", "H", "H", "H", "H", "H", "H", "H", "H", "H", "H", "H", "C", "C", "C", "C", "C", "C", "N", "O", "C", "C", "C", "H", "H", "H", "H", "H", "H", "H", "H", "H", "H", "H", "H", "H", "H", "H", "H", "H", "H"], "positions_angstrom": [[-3.549, 0.536, 5.640], [-3.615, 1.484, 4.581], [-2.883, 2.794, 4.906], [-3.602, 3.934, 4.500], [-4.427, 4.467, 5.539], [-5.563, 5.046, 5.081], [-6.451, 4.118, 4.387], [-7.838, 3.147, 5.544], [-4.253, 0.777, 6.258], [-4.649, 1.696, 4.356], [-3.150, 1.043, 3.708], [-1.937, 2.808, 4.372], [-2.650, 2.802, 5.967], [-4.647, 3.683, 6.272], [-3.857, 5.243, 6.052], [-5.890, 3.392, 3.813], [-6.977, 4.713, 3.652], [-7.415, 3.072, 7.103], [-9.277, 3.865, 5.306], [-7.935, 1.627, 4.955], [-0.559, -0.668, 2.187], [0.869, -0.443, 1.628], [1.688, 0.424, 2.587], [1.273, 1.893, 2.595], [1.271, 2.461, 1.177], [0.422, 1.635, 0.211], [0.809, 0.195, 0.279], [1.893, -0.021, -0.384], [-1.070, 1.834, 0.534], [0.621, 2.143, -1.212], [1.528, -1.812, 1.522], [-0.817, 0.041, 2.973], [-1.315, -0.599, 1.408], [-0.666, -1.664, 2.614], [2.746, 0.358, 2.310], [1.606, 0.008, 3.593], [0.289, 2.012, 3.057], [1.973, 2.461, 3.212], [0.900, 3.487, 1.187], [2.301, 2.503, 0.809], [-1.690, 1.176, -0.076], [-1.360, 2.860, 0.310], [-1.320, 1.666, 1.578], [1.669, 2.148, -1.503], [0.250, 3.164, -1.285], [0.068, 1.529, -1.924], [0.997, -2.448, 0.810], [1.499, -2.295, 2.497], [2.570, -1.749, 1.214], [1.438, -2.786, -6.302], [2.940, -3.019, -5.989], [3.167, -4.437, -5.461], [2.666, -4.651, -4.033], [3.248, -3.594, -3.094], [2.997, -2.167, -3.578], [3.432, -2.016, -5.000], [4.711, -1.884, -5.079], [1.507, -1.819, -3.406], [3.752, -1.184, -2.697], [3.693, -2.857, -7.303], [0.789, -3.526, -5.833], [1.109, -1.799, -5.984], [1.253, -2.835, -7.374], [4.238, -4.662, -5.495], [2.682, -5.146, -6.136], [1.574, -4.629, -4.003], [2.965, -5.644, -3.693], [2.824, -3.708, -2.095], [4.326, -3.759, -2.997], [1.287, -0.842, -3.837], [1.267, -1.767, -2.345], [0.831, -2.549, -3.847], [4.817, -1.405, -2.651], [3.361, -1.231, -1.685], [3.626, -0.162, -3.056], [3.593, -1.841, -7.688], [3.275, -3.544, -8.038], [4.753, -3.081, -7.203]]}



{"formula": "C2H9NS", "method": "ωB97M-V/def2-TZVPD", "e_above_lowest_kcal_mol": 0.1, "homo_lumo_gap_ev": [2.86, 8.88], "total_charge": -1, "multiplicity": 2, "lumo_ha": [0.1457, 0.1488], "species": ["C", "S", "H", "H", "H", "C", "N", "H", "H", "H", "H", "H", "H"], "positions_angstrom": [[-2.664, 0.305, -2.292], [-3.179, 0.060, -0.543], [-2.657, 1.373, -2.509], [-1.662, -0.133, -2.399], [-3.336, -0.229, -2.968], [1.962, -0.038, 1.078], [2.569, -0.263, 2.399], [2.679, 0.446, 0.419], [1.612, -0.942, 0.549], [1.073, 0.578, 1.178], [3.496, -0.655, 2.294], [2.013, -0.937, 2.914], [-1.905, 0.437, -0.119]]}